Below is a structure of composition C3H3CoO2, with properties calculated with the ωB97M-V functional and the def2-TZVPD basis.

Results
**Relative energy (zero: lowest compared OMol25 entry of this formula, charge and spin)**: 0.0 kJ/mol
**E**: -44876.508 eV
**Total charge**: 0
**Multiplicity**: 5
**Frontier orbital gap (alpha / beta)**: 8.0 / 7.5 eV
**<S²>**: 6.007

Last column: natural (NBO) charge in e.
Cartesian coordinates (Å):
C1 0.165 -0.919 0.100  -0.038
Co1 2.669 0.651 -0.144  0.719
O1 -0.555 2.514 -0.024  -0.465
H1 0.281 -1.526 -0.821  0.168
C2 -0.742 1.358 -0.046  0.715
H2 -0.161 -1.625 0.892  0.176
H3 -2.006 -0.257 -0.273  0.264
O2 1.321 -0.262 0.451  -0.958
C3 -0.972 0.066 -0.136  -0.581